No. 1
A cluster of 9 separate species, C42H103N9O4 in total in a non-equilibrium geometry. Source: the OMol25 dataset; level of theory: wB97M-V/def2-TZVPD.

Last column: Löwdin charge in e.
Geometry (Å):
C1 3.665 1.464 -1.530  -0.05
C2 2.738 0.337 -1.007  -0.26
N1 2.965 -0.881 -1.747  -0.16
C3 2.425 -0.828 -3.093  -0.31
C4 2.937 -1.864 -4.060  -0.07
C5 2.185 -1.925 -1.002  -0.23
C6 3.147 -2.721 -0.066  -0.07
H1 4.663 1.041 -1.412  0.08
H2 3.425 2.425 -1.075  0.04
H3 3.581 1.642 -2.602  0.05
H4 2.825 0.185 0.069  0.12
H5 1.685 0.602 -1.101  0.10
H6 1.342 -0.945 -3.073  0.09
H7 2.417 0.184 -3.500  0.08
H8 2.334 -1.861 -4.968  0.06
H9 3.908 -1.569 -4.456  0.08
H10 3.013 -2.870 -3.648  0.08
H11 1.840 -2.693 -1.694  0.09
H12 1.252 -1.531 -0.600  0.10
H13 3.635 -2.056 0.646  0.05
H14 3.971 -3.254 -0.541  0.07
H15 2.592 -3.395 0.586  0.06
C7 1.239 1.262 -5.776  -0.08
C8 0.132 1.415 -6.762  -0.18
N2 -0.672 0.168 -6.993  0.04
C9 -1.302 -0.433 -5.763  -0.14
C10 -2.436 0.382 -5.083  -0.02
C11 -1.527 0.279 -8.251  -0.16
C12 -0.623 0.129 -9.466  -0.04
H16 1.895 0.477 -6.153  0.09
H17 0.848 1.047 -4.781  0.07
H18 1.908 2.116 -5.673  0.10
H19 -0.461 2.163 -6.236  0.14
H20 0.555 1.734 -7.715  0.12
H21 -1.696 -1.357 -6.185  0.13
H22 -0.436 -0.692 -5.154  0.11
H23 -2.784 -0.172 -4.210  0.08
H24 -2.140 1.331 -4.635  0.08
H25 -3.324 0.492 -5.706  0.09
H26 -2.051 1.223 -8.103  0.14
H27 -2.264 -0.519 -8.158  0.13
H28 -0.231 -0.877 -9.317  0.10
H29 0.098 0.945 -9.503  0.08
H30 -1.353 0.161 -10.275  0.10
C13 4.811 4.673 4.099  -0.10
C14 3.506 3.843 4.063  -0.26
N3 2.380 4.573 3.461  -0.17
C15 2.619 5.226 2.174  -0.22
C16 2.893 4.280 0.889  -0.07
C17 1.106 3.682 3.385  -0.21
C18 -0.147 4.541 3.261  -0.11
H31 4.535 5.612 4.578  0.08
H32 5.343 4.706 3.149  0.06
H33 5.589 4.278 4.754  0.07
H34 3.814 2.982 3.469  0.10
H35 3.261 3.615 5.100  0.11
H36 1.754 5.848 1.945  0.09
H37 3.458 5.908 2.311  0.10
H38 2.788 4.651 -0.131  0.05
H39 3.919 3.952 1.058  0.05
H40 2.415 3.300 0.897  0.03
H41 0.905 3.161 4.321  0.11
H42 1.172 2.984 2.550  0.07
H43 -0.062 5.468 3.829  0.09
H44 -1.012 4.045 3.702  0.05
H45 -0.422 4.809 2.241  0.06
C19 -1.064 2.036 0.532  -0.10
C20 -0.944 1.102 1.679  -0.26
N4 -1.024 -0.361 1.407  -0.16
C21 -2.390 -0.592 0.931  -0.22
C22 -2.396 -0.753 -0.621  -0.08
C23 -0.644 -1.037 2.672  -0.23
C24 -0.418 -2.525 2.381  -0.08
H46 -2.087 2.145 0.174  0.07
H47 -0.474 1.953 -0.381  0.06
H48 -0.768 3.049 0.805  0.06
H49 -0.002 1.255 2.205  0.09
H50 -1.752 1.346 2.369  0.11
H51 -3.075 0.176 1.290  0.11
H52 -2.625 -1.590 1.302  0.10
H53 -1.863 -1.538 -1.158  0.05
H54 -1.557 -0.136 -0.942  0.04
H55 -3.251 -0.701 -1.295  0.06
H56 0.409 -0.867 2.896  0.11
H57 -1.293 -0.938 3.541  0.10
H58 -1.262 -3.049 1.933  0.04
H59 0.339 -2.617 1.602  0.06
H60 -0.214 -2.981 3.350  0.07
C25 -0.384 -5.462 -1.818  -0.08
C26 -1.701 -6.256 -1.822  -0.25
N5 -2.277 -6.477 -0.491  -0.16
C27 -1.322 -7.175 0.457  -0.23
C28 -0.974 -8.625 0.053  -0.09
C29 -2.917 -5.280 0.118  -0.26
C30 -4.069 -4.668 -0.652  -0.10
H61 0.006 -5.312 -2.825  0.06
H62 0.477 -5.903 -1.315  0.07
H63 -0.599 -4.486 -1.384  0.06
H64 -2.525 -5.813 -2.381  0.09
H65 -1.606 -7.193 -2.370  0.10
H66 -0.336 -6.713 0.515  0.09
H67 -1.749 -7.298 1.453  0.11
H68 -1.293 -8.793 -0.976  0.06
H69 -0.019 -9.081 0.313  0.07
H70 -1.699 -9.211 0.618  0.06
H71 -2.092 -4.594 0.308  0.08
H72 -3.357 -5.398 1.108  0.11
H73 -4.468 -3.776 -0.169  0.07
H74 -4.887 -5.385 -0.727  0.08
H75 -3.882 -4.545 -1.719  0.05
C31 -0.162 -2.358 7.616  -0.39
O1 0.277 -2.752 8.677  0.01
N6 -1.427 -2.152 7.409  -0.18
C32 -1.911 -1.506 6.208  -0.07
C33 -2.501 -2.563 8.357  -0.01
H76 0.499 -1.918 6.854  0.13
H77 -2.484 -0.587 6.328  0.09
H78 -2.497 -2.211 5.618  0.09
H79 -1.028 -1.261 5.617  0.06
H80 -3.260 -3.096 7.784  0.08
H81 -2.227 -3.195 9.202  0.09
H82 -2.946 -1.629 8.698  0.09
C34 -3.909 3.833 2.676  -0.38
O2 -3.391 4.429 3.589  0.01
N7 -4.250 4.354 1.493  -0.18
C35 -5.134 3.654 0.503  -0.03
C36 -4.140 5.772 1.365  -0.06
H83 -4.280 2.803 2.789  0.13
H84 -4.680 3.786 -0.479  0.08
H85 -6.145 4.048 0.600  0.09
H86 -5.337 2.594 0.655  0.08
H87 -3.443 6.194 2.090  0.09
H88 -3.880 6.034 0.340  0.08
H89 -5.058 6.309 1.605  0.09
C37 2.941 -4.364 4.457  -0.35
O3 1.970 -3.901 5.017  0.02
N8 4.018 -3.628 4.097  -0.18
C38 5.069 -4.204 3.228  -0.05
C39 3.949 -2.154 4.050  -0.04
H90 3.203 -5.416 4.269  0.14
H91 5.341 -5.175 3.642  0.08
H92 5.942 -3.554 3.173  0.09
H93 4.631 -4.389 2.247  0.07
H94 3.384 -1.910 4.949  0.08
H95 4.934 -1.695 4.139  0.09
H96 3.440 -1.736 3.181  0.07
C40 -1.816 6.701 -3.033  -0.28
O4 -2.744 6.135 -2.365  -0.06
N9 -0.659 6.028 -3.218  -0.17
C41 0.263 6.583 -4.210  -0.08
C42 -0.276 4.637 -2.753  -0.01
H97 -1.869 7.755 -3.347  0.14
H98 0.076 7.600 -4.554  0.09
H99 0.368 5.923 -5.071  0.08
H100 1.278 6.652 -3.819  0.08
H101 -0.469 3.952 -3.579  0.06
H102 0.750 4.416 -2.457  0.08
H103 -0.932 4.334 -1.937  0.07

Calculated values
* max |F|: 5.71 eV Å⁻¹
* 2S+1: 2
* total charge: +1
* expectation value of S²: 0.754
* LUMO (spin up / spin down): -0.0947 / -0.2604 hartree
* energy above the lowest of the compared OMol25 structures with the same formula, charge and spin: 536.5 kJ/mol

No. 2
A cluster of 12 separate species, C42H105N9O12 in total in a non-equilibrium geometry. Source: the OMol25 dataset; level of theory: wB97M-V/def2-TZVPD.

Last column: Löwdin charge in e.
Geometry (Å):
C1 -0.886 2.467 12.093  -0.05
C2 0.148 2.971 13.042  -0.48
C3 1.064 1.754 13.450  -0.13
C4 1.709 1.117 12.220  -0.18
C5 2.701 2.209 11.739  -0.12
C6 1.971 3.599 11.348  -0.48
N1 1.007 3.983 12.354  -0.10
O1 0.218 5.103 11.975  -0.02
C7 3.146 4.550 11.366  -0.06
C8 1.431 3.581 9.861  -0.03
C9 -0.554 3.596 14.269  -0.03
H1 -0.641 1.916 11.186  0.07
H2 -1.387 3.376 11.759  0.09
H3 -1.673 1.917 12.609  0.09
H4 1.803 1.763 14.251  0.12
H5 0.398 1.030 13.920  0.11
H6 1.078 0.867 11.367  0.10
H7 2.290 0.257 12.553  0.11
H8 3.154 1.748 10.861  0.11
H9 3.529 2.279 12.446  0.11
H10 2.788 5.580 11.346  0.08
H11 3.724 4.282 12.250  0.08
H12 3.850 4.381 10.551  0.09
H13 0.796 2.753 9.546  0.06
H14 0.813 4.450 9.631  0.08
H15 2.243 3.368 9.167  0.07
H16 -1.182 4.444 13.998  0.07
H17 0.097 4.057 15.011  0.08
H18 -1.174 2.862 14.784  0.08
H19 0.707 5.872 12.278  0.10
C10 1.180 -0.997 -0.405  -0.02
C11 -0.278 -1.333 0.147  -0.47
C12 -1.272 -0.781 -0.923  -0.16
C13 -1.336 -1.636 -2.141  -0.20
C14 -1.579 -3.118 -1.890  -0.13
C15 -0.619 -3.737 -0.848  -0.53
N2 -0.454 -2.805 0.296  -0.08
O2 0.450 -3.354 1.312  -0.03
C16 -1.278 -5.000 -0.372  -0.05
C17 0.704 -4.032 -1.539  -0.04
C18 -0.592 -0.614 1.425  -0.05
H20 1.822 -1.718 0.102  0.07
H21 1.570 -0.102 0.080  0.07
H22 1.425 -0.965 -1.466  0.07
H23 -2.297 -0.842 -0.557  0.11
H24 -1.156 0.287 -1.105  0.13
H25 -0.405 -1.507 -2.693  0.10
H26 -2.199 -1.277 -2.701  0.11
H27 -1.316 -3.624 -2.820  0.12
H28 -2.627 -3.348 -1.697  0.12
H29 -2.049 -4.774 0.366  0.09
H30 -1.781 -5.522 -1.185  0.09
H31 -0.497 -5.513 0.189  0.09
H32 1.192 -3.328 -2.214  0.08
H33 1.488 -4.235 -0.810  0.08
H34 0.523 -4.955 -2.090  0.09
H35 -0.372 0.448 1.533  0.09
H36 -0.021 -1.098 2.217  0.08
H37 -1.653 -0.616 1.677  0.08
H38 -0.240 -3.454 1.972  0.09
C19 1.115 2.866 -9.893  -0.05
C20 2.316 3.765 -10.135  -0.46
C21 1.908 4.965 -11.128  -0.14
C22 1.260 6.161 -10.529  -0.20
C23 2.144 6.686 -9.343  -0.13
C24 2.413 5.534 -8.265  -0.43
N3 3.020 4.313 -8.955  -0.10
O3 3.096 3.343 -7.997  -0.03
C25 3.370 6.196 -7.294  -0.06
C26 1.058 5.191 -7.526  -0.03
C27 3.278 2.846 -10.980  -0.05
H39 0.311 3.435 -9.426  0.07
H40 1.398 2.100 -9.171  0.08
H41 0.768 2.413 -10.821  0.09
H42 2.606 5.220 -11.925  0.12
H43 1.071 4.617 -11.732  0.11
H44 0.292 6.026 -10.047  0.10
H45 1.134 6.935 -11.286  0.11
H46 1.725 7.601 -8.926  0.11
H47 3.038 7.141 -9.770  0.11
H48 3.682 5.622 -6.421  0.08
H49 4.176 6.776 -7.744  0.08
H50 2.746 6.989 -6.881  0.07
H51 0.181 5.168 -8.173  0.05
H52 0.928 4.207 -7.076  0.08
H53 0.758 5.886 -6.741  0.08
H54 2.845 2.549 -11.935  0.08
H55 3.455 1.864 -10.541  0.07
H56 4.253 3.322 -11.088  0.08
H57 4.004 3.035 -8.052  0.11
C28 2.566 -12.304 4.688  -0.85
O4 2.287 -11.470 5.510  0.04
N4 2.336 -12.148 3.450  0.17
N5 3.210 -13.396 4.974  0.16
H58 2.566 -12.931 2.855  0.11
H59 2.148 -11.190 3.188  0.13
H60 3.378 -14.129 4.300  0.11
H61 3.693 -13.422 5.860  0.12
C29 8.036 4.487 -0.606  -0.90
O5 8.090 3.509 -1.281  0.05
N6 9.071 5.049 -0.122  0.18
N7 6.930 5.049 -0.423  0.17
H62 9.963 4.651 -0.379  0.13
H63 8.875 6.018 0.088  0.12
H64 6.733 5.723 0.303  0.12
H65 6.121 4.722 -0.933  0.13
C30 7.972 -5.473 4.317  -0.78
O6 8.444 -6.457 4.889  0.02
N8 8.479 -4.919 3.269  0.15
N9 6.970 -4.736 4.743  0.15
H66 8.087 -4.025 3.010  0.11
H67 9.402 -5.169 2.946  0.13
H68 6.311 -5.254 5.307  0.12
H69 6.713 -3.937 4.181  0.10
C31 -5.912 3.513 6.742  -0.07
C32 -6.727 3.947 5.509  -0.38
O7 -7.958 4.443 5.818  -0.06
H70 -6.498 2.664 7.093  0.07
H71 -5.916 4.326 7.468  0.07
H72 -4.900 3.147 6.566  0.07
H73 -6.825 3.196 4.725  0.11
H74 -6.244 4.747 4.947  0.10
H75 -8.058 5.250 5.309  0.09
C33 2.211 -5.243 -9.388  -0.10
C34 3.413 -5.601 -10.257  -0.28
O8 3.355 -7.066 -10.430  -0.11
H76 1.942 -6.092 -8.760  0.07
H77 1.415 -5.215 -10.132  0.07
H78 2.321 -4.425 -8.677  0.07
H79 4.315 -5.364 -9.695  0.10
H80 3.352 -5.126 -11.236  0.11
H81 3.166 -7.275 -11.348  0.07
C35 -8.081 -2.778 0.783  -0.08
C36 -7.377 -3.802 1.707  -0.32
O9 -7.581 -3.462 3.074  -0.09
H82 -7.778 -2.742 -0.264  0.07
H83 -7.922 -1.752 1.115  0.07
H84 -9.114 -3.097 0.919  0.07
H85 -6.360 -3.605 1.370  0.09
H86 -7.615 -4.865 1.678  0.11
H87 -7.144 -4.101 3.641  0.08
C37 -3.024 -10.152 -6.615  -0.10
C38 -4.249 -10.501 -7.391  -0.34
O10 -3.890 -10.502 -8.747  -0.09
H88 -3.323 -10.288 -5.575  0.08
H89 -2.660 -9.171 -6.917  0.07
H90 -2.137 -10.710 -6.915  0.08
H91 -5.031 -9.742 -7.365  0.11
H92 -4.663 -11.479 -7.146  0.12
H93 -3.567 -9.619 -8.942  0.08
C39 -1.404 6.968 1.563  -0.10
C40 -2.265 7.621 0.512  -0.34
O11 -3.281 6.686 0.197  -0.08
H94 -2.039 6.516 2.325  0.08
H95 -0.655 7.636 1.988  0.07
H96 -0.897 6.144 1.062  0.07
H97 -1.593 7.868 -0.310  0.11
H98 -2.791 8.485 0.916  0.11
H99 -4.074 7.144 -0.090  0.08
C41 -8.257 2.443 -6.032  -0.09
C42 -8.985 1.207 -5.519  -0.35
O12 -9.394 0.281 -6.506  -0.06
H100 -7.695 2.950 -5.248  0.07
H101 -8.870 3.201 -6.521  0.07
H102 -7.470 2.068 -6.687  0.07
H103 -9.809 1.461 -4.853  0.11
H104 -8.225 0.827 -4.837  0.10
H105 -9.460 -0.563 -6.052  0.08

Calculated values
* SMILES: CC1(C)CCCC(C)(C)N1O.CC1(C)CCCC(C)(C)N1O.CC1(C)CCCC(C)(C)N1O.NC(N)=O.NC(N)=O.NC(N)=O.CCO.CCO.CCO.CCO.CCO.CCO
* max |F|: 8.50 eV Å⁻¹
* 2S+1: 1
* LUMO: 0.0129 hartree

2S+1 of number 2 (C42H105N9O12)? 1

What is the 2S+1 in the first record? 2